Record 1
{
  "formula": "C5H13N2",
  "method": "ωB97M-V/def2-TZVPD",
  "smiles": "C=C(N)C[C@H](C)[NH3+]",
  "total_charge": 1,
  "homo_ev": -13.3,
  "orbital_gap_ha": 0.377,
  "e_above_lowest_kcal_mol": 33.1,
  "largest_force_ev_per_a": 2.18,
  "e_tot_ev": -8369.3750,
  "species": ["C", "C", "N", "C", "C", "C", "N", "H", "H", "H", "H", "H", "H", "H", "H", "H", "H", "H", "H", "H"],
  "xyz": [[2.287, -0.718, 0.847], [1.261, -0.635, 0.007], [1.456, -0.116, -1.338], [-0.153, -0.700, 0.461], [-0.982, 0.566, 0.466], [-2.426, 0.295, 0.943], [-0.974, 1.047, -0.978], [2.179, -0.943, 1.900], [3.285, -0.594, 0.435], [2.408, 0.221, -1.392], [1.304, -0.896, -1.975], [-0.158, -1.223, 1.414], [-0.731, -1.362, -0.203], [-0.444, 1.399, 0.984], [-2.807, -0.494, 0.296], [-3.139, 1.108, 0.931], [-2.195, -0.212, 1.897], [-1.169, 2.036, -1.132], [-0.009, 0.849, -1.361], [-1.725, 0.578, -1.486]]
}

---

Record 2
{
  "formula": "C24H36CeN2Si",
  "method": "ωB97M-V/def2-TZVPD",
  "total_charge": 2,
  "homo_ev": [-12.9, -12.9],
  "orbital_gap_ha": [0.181, 0.181],
  "largest_force_ev_per_a": 3.21,
  "e_tot_ev": -49236.5691,
  "species": ["C", "C", "C", "H", "C", "C", "H", "H", "H", "H", "Ce", "C", "H", "H", "H", "Si", "C", "C", "H", "C", "H", "C", "H", "C", "H", "C", "H", "C", "C", "H", "C", "H", "C", "H", "C", "H", "C", "H", "H", "H", "C", "N", "C", "C", "C", "N", "C", "C", "H", "H", "H", "H", "H", "H", "H", "H", "H", "H", "H", "H", "H", "H", "H", "H"],
  "xyz": [[1.478, -1.673, -0.324], [2.345, -0.515, -0.118], [3.170, -0.772, 1.009], [2.367, 0.399, -0.698], [2.881, -2.095, 1.494], [1.831, -2.660, 0.650], [1.538, -3.697, 0.648], [0.701, -1.796, -1.079], [3.872, -0.077, 1.457], [3.413, -2.661, 2.251], [0.542, -0.947, 1.793], [-0.309, 1.184, 0.923], [0.660, 1.123, 1.395], [-1.163, 0.528, 0.951], [-0.458, 2.234, 0.997], [0.334, 2.074, -2.144], [-1.322, 2.022, -3.058], [-0.983, 1.642, -4.371], [0.060, 1.528, -4.649], [-1.910, 1.478, -5.401], [-1.630, 1.223, -6.425], [-3.272, 1.760, -5.168], [-3.962, 1.846, -6.027], [-3.639, 2.066, -3.858], [-4.727, 2.080, -3.626], [-2.670, 2.305, -2.853], [-2.985, 2.678, -1.886], [1.342, 3.450, -1.194], [1.957, 4.297, -2.171], [1.351, 4.717, -2.983], [3.351, 4.508, -2.170], [3.835, 5.058, -2.975], [4.098, 4.069, -1.058], [5.175, 4.241, -1.036], [3.420, 3.580, 0.074], [4.001, 3.316, 0.988], [2.000, 3.429, 0.076], [1.472, 3.253, 1.011], [0.347, 0.666, -1.540], [1.360, 2.027, -3.055], [-0.236, -1.985, 4.244], [0.075, -2.837, 3.061], [1.002, -3.947, 3.524], [-1.219, -3.515, 2.546], [-1.673, -2.989, 1.209], [-1.872, -1.507, 1.114], [-2.337, -1.240, -0.268], [-2.897, -1.009, 2.074], [0.700, -1.793, 4.784], [-0.979, -2.466, 4.901], [-0.657, -1.028, 3.899], [0.548, -4.535, 4.379], [1.200, -4.637, 2.668], [1.952, -3.468, 3.857], [-0.979, -4.587, 2.404], [-2.002, -3.421, 3.314], [-0.976, -3.290, 0.419], [-2.630, -3.471, 0.993], [-3.122, -1.972, -0.510], [-2.752, -0.234, -0.334], [-1.523, -1.306, -0.993], [-3.853, -1.507, 1.844], [-2.617, -1.210, 3.122], [-3.023, 0.066, 1.899]]
}

---

Record 3
{
  "formula": "C16H31F3O3P2SV",
  "method": "ωB97M-V/def2-TZVPD",
  "homo_ev": [-4.9, -4.9],
  "orbital_gap_ha": [0.151, 0.138],
  "e_above_lowest_kcal_mol": 134.1,
  "largest_force_ev_per_a": 4.65,
  "e_tot_ev": -86480.0012,
  "multiplicity": 4,
  "species": ["P", "P", "C", "C", "H", "H", "H", "H", "C", "H", "H", "H", "C", "H", "H", "H", "C", "H", "H", "H", "C", "H", "H", "H", "V", "C", "C", "C", "C", "C", "C", "C", "C", "C", "H", "H", "H", "H", "H", "H", "H", "H", "H", "H", "H", "H", "H", "H", "H", "F", "C", "F", "F", "S", "O", "O", "O"],
  "xyz": [[0.320, -2.095, -1.398], [0.545, 1.791, -1.698], [0.096, -0.840, -2.724], [1.056, 0.349, -2.737], [-0.941, -0.508, -2.592], [0.124, -1.398, -3.671], [2.079, 0.053, -2.463], [1.126, 0.693, -3.782], [-0.374, 2.803, -2.946], [-0.820, 3.685, -2.475], [-1.216, 2.255, -3.386], [0.255, 3.148, -3.781], [2.016, 2.805, -1.418], [2.216, 3.468, -2.275], [2.892, 2.164, -1.270], [1.874, 3.418, -0.520], [-0.590, -3.493, -2.106], [-0.451, -4.398, -1.498], [-0.245, -3.706, -3.129], [-1.663, -3.265, -2.147], [2.053, -2.415, -1.199], [2.597, -1.471, -1.053], [2.424, -2.903, -2.118], [2.231, -3.069, -0.332], [2.269, -0.781, 2.224], [-0.857, 2.156, -0.389], [-2.215, 2.225, -0.809], [-3.229, 1.189, -0.788], [-3.081, -0.093, 0.070], [-2.307, -1.101, -0.644], [-0.989, -1.391, -0.222], [0.025, -0.285, 0.384], [-0.447, 1.118, 0.775], [2.475, -2.678, 3.069], [-0.489, 3.172, -0.073], [-2.529, 3.186, -1.281], [-3.369, 0.799, -1.814], [-4.170, 1.696, -0.518], [-2.698, 0.071, 1.083], [-4.061, -0.554, 0.224], [-2.851, -1.856, -1.230], [-1.011, -2.271, 0.468], [0.864, -0.108, -0.333], [0.559, -0.824, 1.245], [-1.178, 1.135, 1.591], [0.425, 1.605, 1.265], [3.266, -2.389, 3.789], [2.751, -3.440, 2.320], [1.461, -2.730, 3.498], [-1.144, 0.490, 5.717], [0.213, 0.515, 5.692], [0.645, 1.540, 6.461], [0.674, -0.640, 6.204], [0.777, 0.782, 3.931], [0.040, -0.302, 3.262], [0.330, 2.139, 3.722], [2.245, 0.554, 3.826]]
}

---

Record 4
{
  "formula": "C27H50AuOP2",
  "method": "ωB97M-V/def2-TZVPD",
  "total_charge": 1,
  "homo_ev": [-8.9, -8.8],
  "orbital_gap_ha": [0.154, 0.150],
  "e_above_lowest_kcal_mol": 117.4,
  "largest_force_ev_per_a": 3.78,
  "e_tot_ev": -53113.6635,
  "multiplicity": 3,
  "species": ["Au", "C", "C", "C", "C", "C", "C", "H", "H", "H", "C", "H", "H", "H", "C", "H", "H", "H", "C", "H", "H", "H", "C", "H", "H", "H", "C", "C", "C", "C", "C", "C", "C", "C", "H", "H", "H", "H", "H", "H", "H", "H", "H", "H", "H", "H", "P", "P", "C", "C", "H", "H", "H", "H", "C", "H", "H", "H", "C", "H", "H", "H", "C", "H", "H", "H", "C", "H", "H", "H", "C", "C", "C", "O", "H", "H", "H", "H", "H", "H", "H"],
  "xyz": [[0.783, -1.361, -2.852], [-0.442, -2.383, 2.847], [0.919, -2.502, 2.422], [0.819, -0.885, 4.086], [-0.497, -1.390, 3.877], [1.700, -1.601, 3.209], [-1.594, -3.005, 2.176], [-1.309, -3.443, 1.206], [-2.378, -2.251, 2.009], [-2.054, -3.816, 2.773], [-1.690, -1.057, 4.674], [-2.615, -1.463, 4.246], [-1.816, 0.029, 4.757], [-1.610, -1.463, 5.700], [1.215, 0.064, 5.138], [1.049, -0.379, 6.131], [0.623, 0.986, 5.110], [2.274, 0.342, 5.074], [3.159, -1.435, 3.095], [3.659, -1.993, 3.901], [3.461, -0.385, 3.223], [3.563, -1.815, 2.143], [1.427, -3.472, 1.420], [1.694, -4.434, 1.896], [2.326, -3.092, 0.922], [0.672, -3.718, 0.661], [-1.439, 0.597, -4.486], [-1.558, -0.723, -4.592], [-0.741, -1.651, -5.399], [0.779, -1.338, -5.560], [1.675, -0.756, -4.468], [1.590, 0.605, -3.995], [0.866, 1.675, -4.773], [-0.583, 1.488, -5.272], [-1.118, -1.772, -6.434], [0.895, -0.653, -6.410], [-0.893, -2.647, -4.962], [-0.522, 1.163, -6.312], [-2.219, 1.152, -3.956], [-2.513, -1.184, -4.285], [-1.031, 2.497, -5.270], [0.874, 2.596, -4.167], [2.478, 1.028, -3.503], [1.470, 1.956, -5.662], [1.193, -2.359, -5.733], [2.657, -1.302, -4.372], [-1.280, -0.127, -0.044], [1.788, 0.771, -0.031], [-0.661, 1.273, -1.261], [0.592, 2.021, -0.789], [-1.590, 1.874, -1.266], [-0.486, 0.850, -2.270], [1.134, 2.522, -1.607], [0.356, 2.788, -0.029], [2.299, 1.777, 1.404], [2.898, 1.119, 2.044], [1.423, 2.151, 1.948], [2.914, 2.604, 1.027], [3.381, 0.970, -0.936], [3.498, 2.004, -1.291], [3.462, 0.258, -1.764], [4.177, 0.779, -0.202], [-3.089, 0.278, -0.159], [-3.644, -0.649, 0.038], [-3.236, 0.604, -1.212], [-3.318, 1.025, 0.600], [-1.620, -1.443, -1.314], [-1.194, -2.402, -0.997], [-1.335, -1.107, -2.332], [-2.697, -1.611, -1.448], [-0.968, 3.527, 2.818], [-1.318, 2.037, 2.842], [-2.817, 1.766, 2.963], [-0.761, 1.339, 1.790], [-1.343, 4.002, 1.905], [0.108, 3.727, 2.876], [-1.431, 4.023, 3.678], [-0.868, 1.687, 3.792], [-3.173, 2.118, 3.939], [-3.366, 2.300, 2.177], [-3.034, 0.696, 2.873]]
}

---

Record 5
{
  "formula": "C4H8ClN2",
  "method": "ωB97M-V/def2-TZVPD",
  "total_charge": 1,
  "homo_ev": -13.4,
  "orbital_gap_ha": 0.300,
  "e_above_lowest_kcal_mol": 104.9,
  "largest_force_ev_per_a": 4.43,
  "e_tot_ev": -19769.7870,
  "species": ["C", "C", "C", "C", "N", "N", "Cl", "H", "H", "H", "H", "H", "H", "H", "H"],
  "xyz": [[0.802, -0.029, -2.023], [-0.585, -1.430, -0.924], [0.613, -1.243, -0.162], [-0.438, 1.444, 2.921], [-0.376, -0.644, -2.134], [1.407, -0.415, -0.934], [-0.393, 0.972, 1.245], [1.101, 0.920, -2.584], [-0.693, -2.604, -1.217], [-1.490, -1.208, -0.165], [0.152, 2.462, 3.241], [0.048, 0.711, 3.500], [-1.482, 1.746, 3.000], [-0.940, -0.607, -3.030], [2.274, -0.077, -0.735]]
}

---

Record 6
{
  "formula": "C5H6O",
  "method": "ωB97M-V/def2-TZVPD",
  "homo_ev": [-7.6, -8.5],
  "orbital_gap_ha": [0.269, 0.300],
  "e_above_lowest_kcal_mol": 141.8,
  "largest_force_ev_per_a": 0.85,
  "e_tot_ev": -7323.1367,
  "species": ["C", "C", "O", "C", "C", "C", "H", "H", "H", "H", "H", "H"],
  "xyz": [[-1.718, 0.645, 0.075], [-1.224, -0.571, 0.377], [-0.517, -1.310, -0.589], [0.554, -0.816, 0.148], [1.164, 0.451, -0.220], [2.414, 0.153, -0.431], [0.492, 1.332, -0.342], [-2.250, 1.224, 0.824], [-1.717, 1.015, -0.944], [-1.472, -1.118, 1.287], [1.010, -1.531, 0.823], [3.265, 0.525, -1.008]]
}

---

Repeat the first record exactly.
{
  "formula": "C5H13N2",
  "method": "ωB97M-V/def2-TZVPD",
  "smiles": "C=C(N)C[C@H](C)[NH3+]",
  "total_charge": 1,
  "homo_ev": -13.3,
  "orbital_gap_ha": 0.377,
  "e_above_lowest_kcal_mol": 33.1,
  "largest_force_ev_per_a": 2.18,
  "e_tot_ev": -8369.3750,
  "species": ["C", "C", "N", "C", "C", "C", "N", "H", "H", "H", "H", "H", "H", "H", "H", "H", "H", "H", "H", "H"],
  "xyz": [[2.287, -0.718, 0.847], [1.261, -0.635, 0.007], [1.456, -0.116, -1.338], [-0.153, -0.700, 0.461], [-0.982, 0.566, 0.466], [-2.426, 0.295, 0.943], [-0.974, 1.047, -0.978], [2.179, -0.943, 1.900], [3.285, -0.594, 0.435], [2.408, 0.221, -1.392], [1.304, -0.896, -1.975], [-0.158, -1.223, 1.414], [-0.731, -1.362, -0.203], [-0.444, 1.399, 0.984], [-2.807, -0.494, 0.296], [-3.139, 1.108, 0.931], [-2.195, -0.212, 1.897], [-1.169, 2.036, -1.132], [-0.009, 0.849, -1.361], [-1.725, 0.578, -1.486]]
}